1.
Entry from the OMol25 dataset: a molecular structure, C35H52LaOP4S at a distorted geometry (ωB97M-V/def2-TZVPD).

Values from the calculation:
Multiplicity: 1
HOMO-LUMO gap (alpha / beta) (eV): 4.53 / 4.53
Charge: +3
HOMO (alpha / beta) (eV): -14.51 / -14.51

Geometry as XYZ:
```
94
C35H52LaOP4S, DFT ωB97M-V/def2-TZVPD
La 0.17 -0.40 -0.91
P 0.06 -2.48 1.26
P 3.32 0.43 -1.88
P 1.20 -2.92 -2.09
H -4.40 1.03 -1.01
C -4.82 0.03 -0.97
C -4.72 -0.77 0.10
H -4.18 -0.46 1.00
C -0.98 -1.73 2.58
C 1.58 -2.86 2.22
C -0.70 -4.16 1.21
C 3.46 1.14 -3.52
C 3.63 1.68 -0.62
C 4.54 -0.88 -1.74
C -0.15 -4.11 -2.32
C 2.53 -3.97 -1.41
C 1.73 -2.72 -3.83
H -5.29 -0.34 -1.88
H -5.07 -1.79 0.05
H -1.83 -1.22 2.13
H -0.39 -1.01 3.16
H -1.35 -2.52 3.24
H 1.83 -2.02 2.89
H 2.41 -3.02 1.53
H 1.42 -3.77 2.82
H -1.53 -4.15 0.49
H -1.09 -4.41 2.20
H 0.05 -4.90 0.91
H 4.50 1.44 -3.71
H 2.81 2.02 -3.61
H 3.17 0.42 -4.31
H 4.57 2.12 -0.93
H 3.65 1.22 0.37
H 2.81 2.41 -0.63
H 5.50 -0.35 -1.90
H 4.44 -1.68 -2.50
H 4.55 -1.34 -0.74
H 0.14 -4.78 -3.14
H -1.08 -3.59 -2.58
H -0.32 -4.70 -1.41
H 2.69 -4.82 -2.09
H 2.26 -4.35 -0.41
H 3.46 -3.39 -1.32
H 1.71 -3.71 -4.29
H 2.74 -2.30 -3.87
H 1.04 -2.06 -4.38
C -2.49 -1.18 -3.72
C -1.66 -0.79 -4.80
C -2.01 -1.14 -6.11
C -3.18 -1.86 -6.34
C -4.01 -2.24 -5.29
C -3.66 -1.92 -3.98
S -2.25 -0.80 -2.03
H 1.90 0.64 -1.50
H -0.75 -0.21 -4.63
H -1.36 -0.84 -6.93
H -3.48 -2.10 -7.36
H -4.94 -2.78 -5.50
H -4.27 -2.21 -3.13
O 0.19 1.25 0.69
P -0.08 2.17 1.93
C 0.59 1.43 3.43
C 1.70 0.57 3.36
C 2.25 0.04 4.53
C 1.72 0.36 5.78
C 0.65 1.27 5.86
C 0.11 1.82 4.70
C 0.70 3.78 1.75
C -0.03 4.98 1.75
C 0.64 6.21 1.68
C 2.03 6.26 1.65
C 2.76 5.07 1.71
C 2.11 3.84 1.78
C -1.86 2.32 2.04
C -2.60 1.70 3.06
C -3.99 1.86 3.09
C -4.65 2.60 2.11
C -3.91 3.16 1.06
C -2.53 3.00 1.01
H 2.15 0.33 2.40
H 3.11 -0.63 4.47
H 2.15 -0.06 6.69
H 0.25 1.56 6.83
H -0.69 2.55 4.78
H -1.11 4.96 1.83
H 0.06 7.13 1.66
H 2.55 7.22 1.61
H 3.86 5.10 1.71
H 2.69 2.92 1.89
H -2.10 1.11 3.83
H -4.55 1.41 3.91
H -5.73 2.74 2.15
H -4.41 3.74 0.28
H -1.96 3.41 0.17
```


2.
Entry from the OMol25 dataset: a molecular structure, C35H53BF4N4O6V at a distorted geometry (ωB97M-V/def2-TZVPD).

Values from the calculation:
Multiplicity: 2
HOMO-LUMO gap (alpha / beta) (eV): 4.66 / 4.48
Charge: -2
HOMO (alpha / beta) (eV): -0.83 / -0.65
<S²>: 0.919

Geometry as XYZ:
```
104
C35H53BF4N4O6V, DFT ωB97M-V/def2-TZVPD
V 0.70 -2.20 -1.32
C -4.07 3.40 0.50
C -4.07 2.97 -0.97
C -3.68 4.19 -1.82
C -5.48 2.51 -1.34
C -3.06 1.84 -1.24
C -2.32 1.26 -0.23
C -1.33 0.30 -0.52
N -0.58 -0.43 0.35
C -0.43 -0.25 1.66
C -0.61 0.98 2.34
C -0.48 1.06 3.70
C -0.11 -0.10 4.42
C 0.14 -1.32 3.85
C -0.04 -1.47 2.41
O 0.10 -2.55 1.79
C 0.70 -2.47 4.70
C 2.19 -2.64 4.36
C 0.58 -2.18 6.20
C -0.03 -3.79 4.44
C -0.69 2.37 4.47
C -1.22 3.49 3.57
C -1.71 2.16 5.59
C 0.65 2.83 5.07
C -1.15 -0.10 -1.88
O -0.19 -1.01 -2.02
C -1.97 0.41 -2.90
C -2.88 1.39 -2.55
C -1.86 -0.12 -4.33
C -2.93 0.49 -5.25
C -0.48 0.23 -4.90
C -2.05 -1.64 -4.35
H -4.78 4.22 0.64
H -4.37 2.58 1.15
H -3.08 3.74 0.81
H -4.33 5.04 -1.60
H -2.65 4.48 -1.60
H -3.75 3.97 -2.88
H -6.21 3.31 -1.15
H -5.54 2.22 -2.39
H -5.76 1.64 -0.74
H -2.52 1.48 0.81
H -0.79 1.86 1.74
H 0.01 0.01 5.49
H 2.70 -1.68 4.40
H 2.66 -3.32 5.07
H 2.31 -3.07 3.36
H 1.22 -1.35 6.50
H -0.45 -1.95 6.48
H 0.90 -3.06 6.76
H 0.00 -4.04 3.38
H 0.45 -4.60 5.00
H -1.08 -3.73 4.74
H -2.17 3.21 3.11
H -1.38 4.39 4.16
H -0.51 3.73 2.78
H -2.66 1.80 5.18
H -1.37 1.43 6.33
H -1.90 3.10 6.12
H 1.38 2.98 4.27
H 0.53 3.77 5.61
H 1.05 2.08 5.75
H -3.50 1.82 -3.32
H -2.84 1.57 -5.32
H -2.81 0.07 -6.25
H -3.93 0.24 -4.89
H -0.36 1.32 -5.00
H 0.32 -0.14 -4.26
H -0.35 -0.22 -5.89
H -2.98 -1.92 -3.84
H -2.09 -2.00 -5.38
H -1.23 -2.16 -3.85
N 4.19 -1.47 0.24
C 2.81 -1.83 0.46
C 2.57 -3.34 0.37
O 3.19 -4.15 1.04
N 1.63 -3.60 -0.55
C 1.18 -4.96 -0.73
C -0.01 -4.90 -1.70
O -0.58 -5.93 -2.04
O -0.31 -3.71 -2.09
H 4.23 -0.49 0.01
H 4.54 -1.98 -0.57
H 2.51 -1.46 1.44
H 2.11 -1.36 -0.29
H 1.96 -5.59 -1.15
H 0.86 -5.39 0.22
F 4.43 -1.53 -4.77
B 3.02 -1.44 -4.64
F 2.41 -2.34 -5.50
F 2.63 -0.12 -4.95
F 2.66 -1.72 -3.29
C 5.37 0.38 -2.43
N 4.41 1.35 -2.91
C 4.73 2.02 -4.16
C 3.17 1.37 -2.39
O 2.81 0.79 -1.38
H 6.08 0.14 -3.22
H 4.84 -0.53 -2.16
H 5.92 0.75 -1.55
H 5.61 2.65 -4.03
H 3.88 2.63 -4.46
H 4.92 1.28 -4.94
H 2.48 2.02 -2.95
```


3.
Entry from the OMol25 dataset: a molecular structure, C35H53BN5P2Pt (ωB97M-V/def2-TZVPD).

Values from the calculation:
Multiplicity: 3
ΔE to the lowest compared entry with this formula, charge and spin (kJ/mol): 11.3
HOMO-LUMO gap (alpha / beta) (eV): 5.14 / 6.06
Charge: +1
HOMO (alpha / beta) (eV): -8.24 / -10.11
<S²>: 2.009

Geometry as XYZ:
```
97
C35H53BN5P2Pt, DFT ωB97M-V/def2-TZVPD
Pt -0.53 0.25 0.64
C -1.26 1.33 -2.75
C -1.38 2.68 -2.02
C -1.01 3.80 -2.99
C -2.83 2.86 -1.55
P -0.27 2.55 -0.53
C 1.41 2.17 -1.27
N 2.14 1.46 -0.25
B 1.46 0.63 0.70
N 2.36 0.46 1.79
C 1.96 0.01 3.09
P 0.11 -0.22 3.11
C -0.12 -2.06 3.28
C 0.81 -2.73 2.26
C -1.57 -2.39 2.91
C 0.21 -2.61 4.67
C -0.40 0.69 4.67
C -0.33 2.18 4.31
C -1.85 0.34 5.03
C 0.48 0.44 5.90
C 3.56 1.15 1.50
C 4.71 1.29 2.25
C 5.75 2.07 1.72
C 5.62 2.68 0.48
C 4.45 2.53 -0.28
C 3.43 1.76 0.24
C 0.02 4.16 0.36
C 1.00 3.84 1.50
C -1.32 4.63 0.95
C 0.63 5.30 -0.48
H -2.18 1.14 -3.31
H -1.09 0.48 -2.08
H -0.44 1.33 -3.47
H -1.57 3.66 -3.92
H 0.05 3.81 -3.24
H -1.28 4.79 -2.60
H -3.49 2.82 -2.42
H -3.00 3.81 -1.05
H -3.13 2.06 -0.86
H 1.92 3.09 -1.55
H 1.29 1.58 -2.18
H 2.22 0.75 3.85
H 2.45 -0.92 3.38
H 0.74 -2.29 1.27
H 0.52 -3.79 2.18
H 1.85 -2.70 2.58
H -1.83 -2.00 1.92
H -2.30 -1.99 3.62
H -1.70 -3.48 2.88
H 1.19 -2.30 5.02
H 0.21 -3.70 4.61
H -0.53 -2.32 5.42
H -0.97 2.42 3.46
H 0.69 2.50 4.08
H -0.67 2.76 5.17
H -2.52 0.44 4.17
H -2.20 1.03 5.80
H -1.95 -0.67 5.42
H 1.54 0.65 5.72
H 0.40 -0.58 6.28
H 0.15 1.11 6.70
H 4.81 0.81 3.22
H 6.66 2.20 2.29
H 6.43 3.27 0.10
H 4.36 3.00 -1.25
H 0.72 2.93 2.03
H 0.98 4.67 2.21
H 2.02 3.73 1.14
H -1.85 3.81 1.46
H -1.98 5.05 0.20
H -1.12 5.40 1.70
H 1.58 5.02 -0.93
H 0.83 6.14 0.19
H -0.04 5.66 -1.26
N -8.11 -0.48 -0.04
C -6.97 -0.40 0.06
C -5.53 -0.29 0.20
C -4.69 -0.74 -0.81
C -3.32 -0.61 -0.64
N -2.78 -0.07 0.46
C -3.60 0.36 1.43
C -4.98 0.27 1.34
H -5.09 -1.18 -1.71
H -2.63 -0.94 -1.39
H -3.12 0.80 2.29
H -5.60 0.63 2.14
C 0.46 -4.68 -1.72
C -0.80 -4.52 -1.17
C -1.20 -3.25 -0.79
N -0.43 -2.17 -0.93
C 0.79 -2.33 -1.47
C 1.27 -3.56 -1.87
H 0.81 -5.66 -2.02
H -1.46 -5.37 -1.03
H -2.17 -3.09 -0.35
H 1.39 -1.44 -1.55
H 2.26 -3.64 -2.30
```


4.
Entry from the OMol25 dataset: 5 unconnected molecules or ions with the total composition C35H53FIN4O13 at a distorted geometry (ωB97M-V/def2-TZVPD).

Values from the calculation:
Multiplicity: 1
HOMO-LUMO gap (eV): 8.84
Charge: +1
HOMO (eV): -10.68

Geometry as XYZ:
```
107
C35H53FIN4O13, DFT ωB97M-V/def2-TZVPD
C 1.85 0.43 5.04
C 0.52 0.51 4.30
C 0.28 -0.58 3.24
F 1.34 -1.47 3.17
C 0.01 -0.04 1.81
C -1.03 -0.92 1.07
C -0.29 -1.97 0.27
N 0.42 -1.26 -0.79
C 1.19 -0.23 -0.30
N 1.83 0.54 -1.14
C 1.84 0.39 -2.60
C 3.17 0.86 -3.18
C 3.25 0.38 -4.63
I 4.79 -0.08 -2.11
N 1.27 -0.07 1.05
C 2.31 0.86 1.47
C 1.89 2.34 1.48
C 2.90 3.19 0.75
O 3.23 2.89 -0.36
N 3.39 4.36 1.38
C 2.40 5.41 1.32
C 1.72 5.70 0.14
C 0.75 6.71 0.12
C 0.45 7.45 1.27
C 1.16 7.16 2.44
C 2.12 6.16 2.46
H 2.60 1.06 4.56
H 1.73 0.84 6.04
H 2.21 -0.58 5.16
H 0.38 1.49 3.84
H -0.27 0.41 5.03
H -0.57 -1.17 3.56
H -0.43 0.96 1.87
H -1.75 -1.34 1.75
H -1.57 -0.27 0.38
H 0.36 -2.57 0.89
H -1.02 -2.62 -0.20
H 1.03 -1.90 -1.30
H 2.39 1.31 -0.78
H 1.70 -0.64 -2.89
H 1.05 1.03 -2.98
H 3.27 1.93 -3.13
H 4.21 0.64 -5.07
H 3.17 -0.70 -4.66
H 2.43 0.79 -5.21
H 2.68 0.58 2.44
H 3.15 0.76 0.79
H 1.71 2.72 2.48
H 0.95 2.49 0.95
H 3.54 4.17 2.36
H 1.93 5.15 -0.76
H 0.23 6.93 -0.80
H -0.30 8.21 1.27
H 0.94 7.74 3.32
H 2.64 5.97 3.39
C -2.79 8.98 -3.31
C -2.60 9.96 -2.18
C -1.25 10.64 -2.13
O -1.11 10.91 -0.73
C -1.84 9.99 -0.05
O -1.79 9.83 1.13
O -2.61 9.28 -0.90
H -3.67 8.36 -3.13
H -2.93 9.51 -4.25
H -1.93 8.32 -3.41
H -3.41 10.69 -2.17
H -1.21 11.56 -2.70
H -0.44 9.98 -2.43
C -4.48 -4.01 -2.75
C -3.11 -4.51 -3.12
C -2.90 -6.00 -2.98
O -1.48 -6.08 -2.72
C -1.11 -4.93 -2.14
O -0.04 -4.73 -1.63
O -2.10 -4.01 -2.19
H -4.48 -2.93 -2.63
H -5.20 -4.27 -3.53
H -4.82 -4.44 -1.81
H -2.83 -4.17 -4.12
H -3.15 -6.55 -3.88
H -3.42 -6.42 -2.13
C 2.25 -9.57 -4.84
C 0.82 -9.08 -4.76
C -0.23 -10.05 -5.24
O -1.28 -9.17 -5.68
C -0.70 -8.00 -6.04
O -1.26 -7.12 -6.61
O 0.60 -7.97 -5.66
H 2.94 -8.74 -4.72
H 2.44 -10.30 -4.06
H 2.45 -10.03 -5.81
H 0.59 -8.73 -3.75
H -0.60 -10.72 -4.47
H 0.11 -10.64 -6.10
C -2.01 -4.52 6.86
C -1.46 -3.14 6.58
C -1.23 -2.27 7.80
O -1.37 -0.95 7.26
C -2.19 -1.04 6.18
O -2.65 -0.11 5.61
O -2.40 -2.33 5.85
H -2.37 -4.97 5.93
H -1.24 -5.16 7.28
H -2.85 -4.47 7.55
H -0.54 -3.21 5.98
H -0.25 -2.40 8.25
H -2.00 -2.42 8.56
```


5.
Entry from the OMol25 dataset: a molecular structure, C35H54BrN3OP2Pd at a distorted geometry (ωB97M-V/def2-TZVPD).

Values from the calculation:
Multiplicity: 5
HOMO-LUMO gap (alpha / beta) (eV): 4.66 / 2.36
Charge: +4
HOMO (alpha / beta) (eV): -17.42 / -17.41
<S²>: 6.094

Geometry as XYZ:
```
97
C35H54BrN3OP2Pd, DFT ωB97M-V/def2-TZVPD
N -4.84 -0.78 3.11
C -3.82 -0.11 3.66
C -2.93 0.65 2.88
C -3.20 0.76 1.50
C -4.20 -0.05 0.92
C -5.03 -0.76 1.80
C -2.37 1.57 0.62
Pd 0.38 0.05 -0.42
P 2.22 0.75 -1.43
C -2.27 1.37 -0.73
C -1.72 2.36 -1.61
C -1.85 2.18 -3.00
C -1.06 2.90 -3.88
C -0.09 3.73 -3.31
C -0.07 4.10 -1.96
C -0.90 3.38 -1.11
Br 1.47 4.24 -4.41
H -1.64 2.19 1.13
H -2.62 0.46 -1.20
H -2.09 1.16 3.36
H -4.39 -0.06 -0.15
H -3.73 -0.12 4.74
H -5.90 -1.29 1.38
H -2.58 1.47 -3.39
H -0.87 3.59 -0.06
H -1.21 2.92 -4.98
H 0.50 4.97 -1.66
P -0.32 -2.17 -0.59
C 2.66 2.27 -0.58
C 3.41 3.21 -1.51
H 3.25 1.99 0.30
H 1.72 2.73 -0.21
H 3.75 4.10 -0.97
H 4.29 2.73 -1.95
H 2.77 3.55 -2.34
C 1.63 0.93 -3.13
C 2.77 0.97 -4.14
H 1.08 1.87 -3.14
H 0.88 0.15 -3.34
H 2.37 1.24 -5.13
H 3.51 1.72 -3.86
H 3.25 -0.01 -4.21
C 3.38 -0.60 -1.26
C 4.79 -0.10 -1.54
H 3.06 -1.41 -1.94
H 3.26 -1.00 -0.24
H 5.49 -0.94 -1.46
H 4.86 0.31 -2.55
H 5.08 0.67 -0.82
C 0.63 -3.52 0.26
C 2.00 -3.84 -0.33
H -0.01 -4.42 0.24
H 0.71 -3.22 1.31
H 2.28 -4.87 -0.04
H 2.02 -3.78 -1.42
H 2.77 -3.18 0.07
C -0.18 -2.56 -2.37
C -1.21 -1.84 -3.23
H -0.28 -3.65 -2.48
H 0.84 -2.26 -2.67
H -1.02 -2.06 -4.29
H -2.24 -2.15 -3.01
H -1.16 -0.74 -3.12
C -2.05 -2.62 -0.17
C -2.28 -3.02 1.29
H -2.35 -3.45 -0.83
H -2.69 -1.76 -0.42
H -3.33 -3.29 1.44
H -1.67 -3.87 1.60
H -2.06 -2.18 1.96
C 2.13 3.41 8.01
C 0.92 3.17 7.12
N 1.07 1.94 6.31
C 1.10 0.70 7.09
C 0.03 -0.32 6.74
C 0.64 1.99 4.99
O -0.11 2.90 4.59
C 1.18 0.96 4.03
C 2.26 0.12 4.30
C 2.58 -0.82 3.35
C 1.90 -0.84 2.12
N 1.01 0.10 1.77
C 0.61 0.97 2.73
H 2.31 2.60 8.72
H 1.99 4.34 8.56
H 3.02 3.53 7.39
H 0.03 3.07 7.76
H 0.77 4.01 6.44
H 2.09 0.24 6.99
H 1.02 0.99 8.15
H 0.13 -0.68 5.71
H 0.13 -1.17 7.42
H -0.97 0.11 6.88
H 2.84 0.23 5.22
H 3.37 -1.55 3.49
H 2.12 -1.62 1.37
H -0.13 1.72 2.46
```


Calculated total energy, -88013.15385; -92644.38771; -67103.09984; -80547.31514; -135745.29472 eV (same order as the records).